(1)
A structure of composition C27H31Cl2LaN5OS4 at a distorted geometry. Source: the Open Molecules 2025 dataset; level of theory: wB97M-V/def2-TZVPD.

Summary:
Spin multiplicity: 1
Energy above the lowest of the compared OMol25 structures with the same formula, charge and spin, kJ/mol: 12.4
Net charge: -1
HOMO-LUMO gap, Ha: 0.2488
M, g mol⁻¹: 779.659

Cartesian coordinates (Å):
La 0.26249 -0.54966 -1.11484
C 1.74269 -3.70926 0.74836
C 0.90409 -2.92316 1.77796
N 1.00719 -1.47786 1.60826
C 2.22899 -0.88036 2.13386
C 3.40669 -1.00536 1.15286
N 2.99789 -0.71636 -0.21964
C 3.64559 -1.55336 -1.22444
C 3.07589 -3.00026 -1.21024
N 1.76969 -3.06266 -0.56034
H 1.31269 -4.71776 0.67736
H 2.76479 -3.81576 1.12526
H 1.21849 -3.24216 2.78786
H -0.14571 -3.19106 1.64236
H 0.21939 -1.05836 2.09336
H 2.52669 -1.33866 3.09366
H 2.03039 0.17834 2.30756
H 3.79299 -2.02226 1.19586
H 4.20369 -0.32926 1.49136
H 3.19819 0.26014 -0.42834
H 4.73769 -1.59446 -1.08814
H 3.45019 -1.09876 -2.20034
H 3.78539 -3.67186 -0.70874
H 2.98259 -3.33606 -2.24594
H 1.10879 -3.53396 -1.17124
Cl -2.49091 0.02034 -1.97994
C -3.67081 -1.06546 -1.33234
C -5.00621 -0.82266 -1.59584
C -5.98081 -1.64596 -1.05754
C -5.60971 -2.69876 -0.23244
C -4.27431 -2.94486 -0.00014
Cl -3.83341 -4.26386 1.01796
C -3.25011 -2.16226 -0.56264
S -1.60771 -2.59506 -0.30744
H -5.27381 0.00874 -2.22874
H -7.02351 -1.46966 -1.27264
H -6.35051 -3.33346 0.22956
C -1.13631 3.10234 -2.54654
O -0.24711 1.99244 -2.58284
C 0.94579 2.17244 -3.20874
S 1.39549 3.57864 -3.92624
S 1.92999 0.79564 -3.11164
H -2.15061 2.71324 -2.47234
H -1.01851 3.70014 -3.45654
H -0.91231 3.72464 -1.67484
S 0.41149 -2.39366 -3.41894
C -0.60961 -1.36296 -4.18894
N -1.34551 -0.66586 -4.74704
C -3.69231 2.54614 1.85616
C -2.69231 3.48794 1.66306
C -1.45141 3.10984 1.20476
C -1.14621 1.76064 0.93286
C -2.16851 0.82224 1.16036
C -3.41591 1.21254 1.60396
N 0.08119 1.38724 0.42606
C 1.17039 2.09674 0.88706
C 1.25779 2.51574 2.23266
C 2.39889 3.10874 2.72646
C 3.49929 3.32354 1.91016
C 3.41669 2.96994 0.57386
C 2.28439 2.36154 0.07176
H -4.66971 2.84914 2.19976
H -2.88571 4.53244 1.86976
H -0.68681 3.85694 1.03976
H -1.96621 -0.23266 1.00086
H -4.18021 0.46064 1.75456
H 0.40419 2.35664 2.88106
H 2.44289 3.39974 3.76786
H 4.39729 3.77954 2.30026
H 4.24409 3.18044 -0.09034
H 2.23959 2.12064 -0.97994

Let us look at the Löwdin charges, expressed in e, one per atom: La 1.4727; C -0.1996; C -0.2422; N -0.1242; C -0.1853; C -0.1776; N -0.1398; C -0.2199; C -0.2098; N -0.1398; H 0.1226; H 0.0990; H 0.1155; H 0.0385; H 0.1031; H 0.1194; H 0.0919; H 0.0975; H 0.1246; H 0.0642; H 0.1169; H 0.0487; H 0.1077; H 0.0972; H 0.0323; Cl 0.7524; C -0.6184; C -0.1096; C -0.0974; C -0.1291; C -0.7018; Cl 0.6474; C -0.7335; S 0.5074; H 0.1043; H 0.0969; H 0.0963; C -0.1285; O -0.3767; C -1.3711; S 0.6014; S 0.5038; H 0.0633; H 0.0382; H 0.0902; S 0.4188; C -1.0251; N 0.0298; C -0.1209; C -0.1026; C -0.0595; C -0.3415; C -0.0882; C -0.0986; N -0.1318; C -0.3388; C -0.0699; C -0.1066; C -0.1238; C -0.0944; C -0.0699; H 0.0866; H 0.0959; H 0.1129; H 0.0416; H 0.1029; H 0.1152; H 0.0955; H 0.0862; H 0.1047; H 0.0323


(2)
A structure of composition C27H31F5N2S6SiW. Source: the Open Molecules 2025 dataset; level of theory: wB97M-V/def2-TZVPD.

Summary:
Spin multiplicity: 1
Energy above the lowest of the compared OMol25 structures with the same formula, charge and spin, kJ/mol: 0.0
HOMO-LUMO gap (spin up / spin down), Ha: 0.2502 / 0.2502
M, g mol⁻¹: 882.877

Cartesian coordinates (Å):
W -0.30291 -0.68510 -0.80202
S 1.65660 -0.05448 -1.71755
C 2.39068 -1.45302 -2.53070
C 3.67269 -1.38446 -3.06156
C 4.23694 -2.50928 -3.64251
C 3.51622 -3.69709 -3.69197
C 2.23419 -3.76056 -3.16900
C 1.66466 -2.63361 -2.58206
S 0.02050 -2.68779 -1.92438
H 4.21974 -0.45006 -3.01675
H 5.23472 -2.46043 -4.05868
H 3.95528 -4.57727 -4.14399
H 1.66464 -4.68133 -3.21231
C 2.50649 3.67774 2.50382
C 1.63780 2.82828 3.41948
S 1.07479 1.27496 2.65837
C -0.70974 1.50761 2.53719
C -1.24989 2.35040 1.39310
S -0.87753 1.84713 -0.31878
C 0.39826 3.00097 -0.91252
C 1.71115 3.11768 -0.15528
S 1.62010 4.42242 1.11546
H 3.35121 3.10638 2.11791
H 2.91681 4.51627 3.07011
H 0.75994 3.39140 3.73750
H 2.20434 2.55910 4.31298
H -1.06424 1.94577 3.47315
H -1.12223 0.50002 2.48860
H -0.90662 3.38166 1.46340
H -2.34031 2.35036 1.45003
H -0.09224 3.97037 -1.01642
H 0.59882 2.62602 -1.91564
H 2.49884 3.37844 -0.86231
H 1.97243 2.17469 0.31649
C -4.29605 -0.21453 0.34134
C -3.35278 -1.05652 1.13609
C -3.79566 -1.84030 2.19580
C -2.87966 -2.63002 2.87076
C -1.53829 -2.59793 2.53128
C -1.15195 -1.73718 1.50735
N -2.06194 -1.03047 0.81014
N 0.11436 -1.47099 1.02050
Si 1.55018 -2.33258 1.65832
C 1.49433 -4.10144 1.06486
C 3.14379 -1.52500 1.12669
C 1.54476 -2.30084 3.53918
H -5.16319 0.06447 0.93886
H -4.64023 -0.76364 -0.53436
H -3.79523 0.68072 -0.02206
H -4.84068 -1.83080 2.47104
H -3.20928 -3.27326 3.67707
H -0.82168 -3.21646 3.04474
H 1.71806 -4.16381 -0.00118
H 0.51951 -4.56578 1.22833
H 2.24402 -4.68646 1.60479
H 3.11319 -1.10382 0.12594
H 3.93475 -2.28008 1.14704
H 3.41705 -0.73168 1.82442
H 1.05423 -3.15890 3.99966
H 1.09329 -1.38756 3.92922
H 2.58718 -2.31346 3.86916
F -3.58367 4.94545 -4.17063
C -3.26154 3.71342 -3.77896
C -1.95575 3.26743 -3.87116
F -1.00820 4.07456 -4.35599
C -1.64112 1.98504 -3.46325
F -0.36787 1.59505 -3.60709
C -2.57728 1.11408 -2.91111
S -2.13946 -0.52899 -2.43253
C -3.88659 1.58332 -2.87722
F -4.88037 0.79880 -2.44676
C -4.23158 2.85813 -3.29104
F -5.50079 3.26882 -3.22239

Let us look at the Löwdin charges, expressed in e, one per atom: W 0.6733; S 0.6312; C -0.6235; C -0.1132; C -0.0926; C -0.0899; C -0.1159; C -0.6418; S 0.5755; H 0.1024; H 0.1000; H 0.1012; H 0.1028; C -0.5490; C -0.5152; S 0.8900; C -0.5109; C -0.4567; S 0.8415; C -0.5107; C -0.5356; S 0.8785; H 0.0790; H 0.0704; H 0.0759; H 0.0713; H 0.0876; H 0.0425; H 0.0491; H 0.0756; H 0.0809; H 0.0387; H 0.0793; H 0.0173; C -0.0349; C -0.3091; C -0.0309; C -0.0448; C -0.0159; C -0.4625; N 0.0186; N -0.2333; Si 0.4103; C -0.1668; C -0.1696; C -0.1822; H 0.0876; H 0.0783; H 0.0562; H 0.1110; H 0.1130; H 0.0834; H 0.0075; H 0.0331; H 0.0383; H -0.0290; H 0.0438; H 0.0207; H 0.0239; H 0.0057; H 0.0362; F 0.1288; C -0.1382; C -0.1464; F 0.1213; C -0.2817; F 0.0414; C -0.5311; S 0.5836; C -0.2381; F 0.0807; C -0.1403; F 0.1219


(3)
A cluster of 4 separate species, C27H31FNO8PS in total at a distorted geometry. Source: the Open Molecules 2025 dataset; level of theory: wB97M-V/def2-TZVPD.

Summary:
Spin multiplicity: 1
SMILES: CC(=O)N(C)CCCC[PH2](S)CC(=O)F.O=C1C=CC(=O)C=C1.O=C1C=CC(=O)C=C1.O=C1C=CC(=O)C=C1
HOMO-LUMO gap, Ha: 0.2684
M, g mol⁻¹: 579.583

Cartesian coordinates (Å):
C -0.04904 -5.49108 -0.86351
C 0.56360 -4.10841 -0.90989
O 1.21593 -3.67966 -0.00486
N 0.38126 -3.31640 -2.10577
C 1.29724 -3.83182 -3.15108
C -1.02162 -3.27602 -2.55359
C -1.89111 -2.36559 -1.65973
C -3.07624 -3.07422 -0.98425
C -4.24265 -3.26002 -1.96482
P -5.56958 -4.39929 -1.42312
S -7.19851 -2.78707 -1.80616
C -4.35882 -5.89938 -1.14561
C -3.84092 -6.22669 0.22346
O -3.07662 -7.04947 0.53353
F -4.35360 -5.39686 1.17609
H -0.00365 -6.00152 -1.83172
H -1.09829 -5.44013 -0.55763
H 0.47996 -6.07290 -0.10316
H 2.08645 -3.09649 -3.34626
H 0.75655 -4.01336 -4.08631
H 1.78340 -4.76886 -2.85268
H -1.47178 -4.28305 -2.63720
H -0.99544 -2.86946 -3.57036
H -1.25866 -1.90117 -0.89696
H -2.30098 -1.56300 -2.28820
H -3.41751 -2.49077 -0.12113
H -2.71674 -4.03189 -0.59471
H -4.70391 -2.28209 -2.13326
H -3.90776 -3.62157 -2.94864
H -6.25321 -5.17125 -2.36109
H -6.00324 -4.42932 -0.10400
H -8.08368 -3.57484 -2.42256
H -3.44613 -5.74845 -1.74310
H -4.81365 -6.81973 -1.53973
O 2.62447 0.31651 -2.71690
C 2.32243 0.50363 -1.55606
C 2.97519 1.56493 -0.75085
C 2.64637 1.76872 0.52233
C 1.60345 0.93476 1.18131
O 1.29850 1.12209 2.34411
C 0.95926 -0.13206 0.38050
C 1.28864 -0.33047 -0.89275
H 3.72998 2.15203 -1.25982
H 3.11562 2.53372 1.12852
H 0.21759 -0.73312 0.89204
H 0.83763 -1.10754 -1.49948
O -0.85816 4.50582 7.20692
C -0.54282 4.67764 6.04955
C -1.05262 5.84588 5.28407
C -0.71334 6.03780 4.01332
C 0.19212 5.09417 3.30898
O 0.49140 5.27421 2.14666
C 0.70616 3.92921 4.07106
C 0.36091 3.73749 5.34165
H -1.71020 6.51656 5.82245
H -1.07324 6.87737 3.43191
H 1.35698 3.24872 3.53573
H 0.71677 2.89375 5.91886
O 5.61244 8.18998 -1.77016
C 5.29460 7.30677 -1.00351
C 6.26354 6.76394 -0.01467
C 5.92000 5.79337 0.82682
C 4.55322 5.21553 0.81221
O 4.24381 4.32520 1.57999
C 3.58316 5.75282 -0.17385
C 3.92929 6.72371 -1.01547
H 7.25204 7.20530 -0.02671
H 6.60542 5.37923 1.55550
H 2.59535 5.31666 -0.15307
H 3.24297 7.13749 -1.74318

Let us look at the natural (NBO) charges, expressed in e, one per atom: C -0.7472; C 0.7224; O -0.5186; N -0.5281; C -0.4161; C -0.2202; C -0.4213; C -0.3914; C -0.7205; P 0.9757; S -0.5476; C -0.9091; C 0.8799; O -0.5193; F -0.3604; H 0.2248; H 0.2351; H 0.2550; H 0.2215; H 0.1989; H 0.1954; H 0.1663; H 0.2121; H 0.2280; H 0.2146; H 0.2251; H 0.1910; H 0.2631; H 0.2433; H -0.0053; H 0.0226; H 0.1308; H 0.2455; H 0.2609; O -0.5031; C 0.4664; C -0.2316; C -0.2424; C 0.4956; O -0.5160; C -0.2493; C -0.1740; H 0.2250; H 0.2587; H 0.2262; H 0.2347; O -0.4896; C 0.4757; C -0.2266; C -0.2377; C 0.4936; O -0.5085; C -0.2376; C -0.2232; H 0.2312; H 0.2299; H 0.2567; H 0.2333; O -0.4820; C 0.4738; C -0.2272; C -0.2252; C 0.4848; O -0.5103; C -0.2389; C -0.2155; H 0.2340; H 0.2328; H 0.2456; H 0.2337